Record 1
The following is a DFT calculation (wB97M-V/def2-TZVPD) of a 2-piece molecular cluster, C9H14 overall in a non-equilibrium geometry.

HOMO-LUMO gap (eV): 9.929
Multiplicity: 1
Lowest unoccupied orbital energy (eV): 0.94
F_max (eV/Å): 2.7
Energy relative to the best compared isomer or geometry (same formula, charge and spin) (kcal/mol): 19.2

```
23
Properties=species:S:1:pos:R:3:forces:R:3
C 1.04102 -3.10342 -1.01072 0.732 -1.823 -0.778
C 1.40685 -1.69302 -1.21885 -0.817 2.559 -0.470
C 1.92349 1.10447 -1.54573 -0.183 -0.807 -1.158
C 0.62181 0.60813 -1.61224 -0.107 0.466 0.579
C 2.94442 0.16562 -1.50878 0.516 0.104 -0.359
C -2.44839 2.07456 3.22347 0.567 -0.897 0.734
C 2.70285 -1.19903 -1.39128 -0.721 -0.664 1.027
C 0.37680 -0.73022 -1.43087 0.372 -1.458 0.399
C -3.23343 1.57312 2.01660 -0.328 0.299 -1.093
H 3.48254 -1.94137 -1.31529 0.509 0.206 -0.173
H -3.17604 0.53233 1.69466 0.171 -0.173 0.681
H 1.81886 -3.71425 -1.48655 -0.080 -0.051 -0.129
H -0.63303 -1.12047 -1.47177 -0.147 0.208 0.083
H -2.87943 2.10136 1.12434 0.100 0.048 0.099
H -1.65164 2.70451 2.83792 -0.135 0.530 0.514
H -0.22820 1.26746 -1.73929 0.092 0.104 -0.115
H 2.13261 2.12729 -1.82629 0.040 0.129 0.430
H -1.92734 1.34468 3.86415 -0.056 -0.500 -0.818
H 0.98772 -3.57568 -0.02733 -0.072 0.869 0.398
H 3.96107 0.49290 -1.69404 0.042 0.018 0.270
H -3.05392 2.50590 4.01837 -0.221 0.829 -0.523
H -4.28934 1.84234 2.02573 -0.091 -0.140 0.399
H 0.12071 -3.36720 -1.52621 -0.182 0.144 0.005
```
Positions in Å, forces in eV/Å.

=====

Record 2
The following is a DFT calculation (wB97M-V/def2-TZVPD) of a 2-piece molecular cluster, C9H14 overall in a non-equilibrium geometry.

HOMO-LUMO gap (eV): 9.623
Multiplicity: 1
Lowest unoccupied orbital energy (eV): 0.96
F_max (eV/Å): 4.9
Energy relative to the best compared isomer or geometry (same formula, charge and spin) (kcal/mol): 39.6

```
23
Properties=species:S:1:pos:R:3:forces:R:3
C 1.00482 2.48919 -2.52912 1.794 -2.656 2.292
C -0.22685 1.89942 -2.65991 -1.043 -0.904 -0.046
C 0.27039 -2.96182 3.34841 -1.096 -0.110 0.626
C 1.91116 1.87554 -1.56334 -1.735 1.440 0.141
C -0.69432 0.86104 -1.82978 1.280 0.525 0.623
C 0.15193 0.41700 -0.74899 -2.454 0.763 -1.570
C -0.15878 -1.48540 3.30624 -1.212 -1.749 -1.221
C 1.40322 0.89969 -0.61642 4.514 1.559 -1.020
C -2.09841 0.39725 -2.14389 0.546 1.277 3.179
H -0.92121 2.19528 -3.45044 0.282 0.245 0.163
H 1.31402 3.26194 -3.18110 0.373 0.717 -0.407
H 2.87340 2.41105 -1.39847 -0.618 -0.944 -0.127
H 2.21701 0.52770 0.12305 -2.000 0.584 -0.966
H 0.65128 -3.25041 2.40545 0.575 -0.343 -1.088
H 0.63094 -0.83970 3.45515 2.143 1.213 0.089
H -0.27255 -0.11921 0.05659 -0.409 -1.108 0.441
H 1.10068 -3.00046 4.04976 -0.197 -0.689 0.297
H -2.47229 -0.33750 -1.39131 -0.421 1.610 0.599
H -0.77799 -1.29056 4.14121 -1.253 0.341 0.544
H -0.59658 -1.21794 2.32872 -0.288 -0.066 0.653
H -2.64553 1.32472 -2.42666 -0.413 -1.325 0.434
H -0.57357 -3.72194 3.55780 1.328 1.409 0.092
H -2.09077 -0.33486 -2.83295 0.305 -1.789 -3.725
```
Positions in Å, forces in eV/Å.

=====

Record 3
The following is a DFT calculation (wB97M-V/def2-TZVPD) of a 2-piece molecular cluster, C9H14 overall in a non-equilibrium geometry.

HOMO-LUMO gap (eV): 9.747
Multiplicity: 1
Lowest unoccupied orbital energy (eV): 1.03
F_max (eV/Å): 5.0
Energy relative to the best compared isomer or geometry (same formula, charge and spin) (kcal/mol): 64.3

```
23
Properties=species:S:1:pos:R:3:forces:R:3
C 2.06086 -0.59179 -1.25374 1.406 3.268 0.884
C -0.17993 0.88846 1.84538 0.182 -2.157 3.745
C -2.50704 1.44993 -0.77692 -2.180 0.157 -1.624
C 0.05668 -0.56127 1.82630 0.202 2.713 -0.628
C -0.18364 -1.18388 0.59945 -2.394 3.622 1.775
C -1.44956 0.73105 -0.09640 1.418 2.259 0.403
C -1.08094 -0.56730 -0.36356 2.012 0.449 3.392
C 3.11169 -1.51888 -1.74702 0.676 1.356 -3.784
C -0.83414 1.59883 0.89840 0.404 -4.939 -0.426
H 2.35418 -0.44835 -0.22839 -0.337 0.167 0.910
H 2.18787 0.51155 -1.58334 -0.452 -1.865 -0.226
H 3.98009 -1.01077 -2.29095 -1.247 -0.422 0.692
H 2.75860 -2.26089 -2.42554 -0.511 -0.420 -0.976
H 0.29037 -2.05887 0.55630 1.126 -3.866 -1.090
H 0.56936 -0.95810 2.75612 -0.590 0.033 -1.697
H -2.30072 2.54054 -0.83411 -0.570 -0.617 0.639
H -0.06886 1.31623 2.88962 0.560 0.018 -1.499
H -0.87938 2.61220 1.08301 -0.950 2.056 -0.443
H 1.02765 -0.84225 -1.19899 -0.197 -0.454 -0.798
H 3.55409 -2.09149 -1.04133 1.319 -1.531 2.785
H -1.40793 -1.10594 -1.19720 -0.634 -0.592 -1.124
H -2.54494 1.18480 -1.84700 -0.521 -0.319 0.325
H -3.48422 1.14043 -0.22952 1.277 1.084 -1.232
```
Positions in Å, forces in eV/Å.

=====

Record 4
The following is a DFT calculation (wB97M-V/def2-TZVPD) of a 2-piece molecular cluster, C9H14 overall in a non-equilibrium geometry.

HOMO-LUMO gap (eV): 10.053
Multiplicity: 1
Lowest unoccupied orbital energy (eV): 1.04
F_max (eV/Å): 1.3
Energy relative to the best compared isomer or geometry (same formula, charge and spin) (kcal/mol): 7.5

```
23
Properties=species:S:1:pos:R:3:forces:R:3
C 3.42091 -1.37758 0.98810 -0.575 0.268 1.140
C 1.36967 -1.27850 -0.48211 -0.265 0.138 -0.245
C 2.25767 -0.64502 0.37204 0.740 0.119 -0.353
C -4.21610 1.28088 -0.28238 0.463 -0.527 0.452
C 0.99541 1.38691 0.09286 -0.690 -0.160 -0.273
C 2.08952 0.71737 0.61594 -0.232 0.451 -0.246
C 0.29357 -0.59610 -1.03173 -0.603 0.112 0.144
C -4.45023 -0.14788 0.22929 -0.549 -0.065 -0.466
C 0.04141 0.72143 -0.68201 0.627 0.220 0.413
H -4.40665 2.00188 0.51003 -0.272 0.160 -0.159
H 4.14021 -0.66047 1.37056 0.306 0.090 -0.210
H 3.92486 -2.13050 0.39034 -0.192 0.020 -0.221
H -0.38755 -1.09582 -1.70747 -0.015 -0.173 0.049
H -5.28213 -0.18696 0.93869 0.249 0.018 0.092
H -4.74981 -0.81867 -0.58286 0.144 0.114 -0.028
H 2.79987 1.32100 1.17539 0.101 -0.428 0.089
H 1.49159 -2.31715 -0.74393 0.204 -0.193 0.035
H 0.83235 2.44437 0.24630 0.208 0.074 0.317
H -3.55940 -0.58181 0.66158 0.143 -0.015 0.360
H -3.17052 1.42214 -0.54373 0.108 -0.040 -0.199
H 3.02455 -1.83775 1.90552 0.233 -0.329 -0.225
H -4.80377 1.46607 -1.16954 -0.285 0.356 -0.051
H -0.86303 1.26142 -0.94214 0.153 -0.209 -0.414
```
Positions in Å, forces in eV/Å.

=====

Record 5
The following is a DFT calculation (wB97M-V/def2-TZVPD) of a 2-piece molecular cluster, C9H14 overall in a non-equilibrium geometry.

HOMO-LUMO gap (eV): 9.715
Multiplicity: 1
Lowest unoccupied orbital energy (eV): 0.90
F_max (eV/Å): 3.0
Energy relative to the best compared isomer or geometry (same formula, charge and spin) (kcal/mol): 32.1

```
23
Properties=species:S:1:pos:R:3:forces:R:3
C -2.12483 -3.35314 -1.73846 0.984 0.544 1.383
C 2.44061 2.61438 1.77484 -1.415 -0.613 -0.556
C 3.10967 1.61353 1.13320 2.422 -0.435 -1.072
C 1.11504 0.58633 0.28844 1.171 0.426 0.914
C -2.06171 -2.09321 -2.57568 0.995 1.741 1.024
C 0.40173 1.33789 1.27099 0.058 -0.332 -2.664
C 2.49971 0.74304 0.21842 -1.145 0.443 0.543
C 1.06231 2.45706 1.77095 -2.162 0.331 2.086
C -1.08129 0.97950 1.40557 1.334 1.323 0.926
H -2.14837 -3.11338 -0.65548 -0.017 0.223 -0.474
H -2.56470 -1.25219 -2.07294 -0.799 -0.493 -0.430
H -3.06913 -3.83942 -1.89891 -0.087 -0.786 -0.356
H 0.70238 -0.16508 -0.37276 -0.592 0.149 0.146
H -1.44406 0.69144 0.43324 -0.181 -0.712 -0.107
H 0.43711 3.13248 2.41592 0.656 -0.414 -0.830
H 2.85438 3.52622 2.15074 0.555 -0.062 0.583
H -1.21089 -3.97384 -1.79201 -0.798 -0.135 -0.584
H 3.04692 0.30525 -0.60996 0.252 -0.422 0.546
H -1.65255 1.89602 1.65106 0.123 -0.713 0.494
H -1.05735 0.18984 2.18822 -0.966 0.456 -0.608
H -2.34608 -2.19763 -3.59383 -0.763 -0.217 -0.750
H -1.09710 -1.57313 -2.65994 0.496 -0.862 0.198
H 4.18820 1.48806 1.26838 -0.118 0.560 -0.413
```
Positions in Å, forces in eV/Å.

=====

Record 6
The following is a DFT calculation (wB97M-V/def2-TZVPD) of a 2-piece molecular cluster, C9H14 overall in a non-equilibrium geometry.

HOMO-LUMO gap (eV): 10.000
Multiplicity: 1
Lowest unoccupied orbital energy (eV): 0.99
F_max (eV/Å): 2.8
Energy relative to the best compared isomer or geometry (same formula, charge and spin) (kcal/mol): 16.8

```
23
Properties=species:S:1:pos:R:3:forces:R:3
C -2.02690 2.49352 -0.08175 -1.920 0.887 -0.735
C -0.33834 1.12288 1.05376 1.765 -1.445 0.015
C 0.31139 2.28600 -0.93367 -0.317 1.140 -0.385
C -0.68548 -3.19330 0.09354 -0.095 0.756 -0.102
C 1.61576 1.94713 -0.76365 0.251 -1.046 0.952
C 0.74815 -3.35504 -0.40539 -0.174 0.265 0.236
C -0.68158 1.86796 -0.04015 -0.173 1.222 0.672
C 1.92285 1.01357 0.27718 0.811 -0.442 -1.025
C 0.98392 0.56860 1.17622 -2.122 1.559 -0.819
H -1.04648 0.83879 1.80878 -0.474 0.071 0.096
H -2.14128 3.54385 0.25410 0.842 -0.409 0.271
H -2.79332 1.96490 0.49048 0.260 -0.255 0.006
H 1.09353 -0.15036 1.96347 0.723 -0.237 0.118
H 0.09029 3.04020 -1.70160 -0.251 -0.493 0.232
H 1.10050 -2.53609 -1.03213 -0.351 0.002 -0.264
H -2.44427 2.60556 -1.09403 0.288 -0.481 -0.018
H -1.22996 -2.59072 -0.62295 -0.467 -0.054 -0.155
H 0.84414 -4.29975 -0.94749 0.377 0.184 0.210
H -1.17122 -4.15580 0.19563 -0.171 -0.103 0.111
H -0.76413 -2.64668 1.04948 0.187 -0.321 -0.321
H 1.38106 -3.26945 0.45914 0.698 -0.690 0.292
H 2.87936 0.50225 0.22702 0.222 0.396 0.341
H 2.35202 2.40199 -1.42599 0.092 -0.507 0.273
```
Positions in Å, forces in eV/Å.